[1]
DFT (the ωB97M-V functional and the def2-TZVPD basis) results for C11H17Cl2NO2Sn as an isolated structure.

Each line ends with the Mulliken charge.
CARTESIAN COORDINATES (ANGSTROEM)
C -0.9031 -0.2243 -1.3870  0.46
C -1.2277 -1.1332 -0.3329  0.58
C -0.0082 -1.6707 0.1792  0.64
C -2.5611 -1.4593 0.2055  -1.44
C 1.0672 -1.1215 -0.5715  0.18
C 0.5318 -0.1623 -1.4926  0.74
C 1.2884 0.7602 -2.3314  -1.45
C -1.8341 0.5807 -2.1948  -1.52
C 0.1117 -2.5979 1.3186  -1.50
C 2.4950 -1.4389 -0.3703  -1.62
Sn -0.1428 1.6609 3.0498  0.52
Cl -0.7760 -0.0220 4.2962  -0.31
Cl -1.7648 1.9404 1.4414  -0.40
O 1.4220 0.8059 2.0011  -0.72
H -3.3305 -0.9143 -0.3376  0.35
H -2.6579 -1.2057 1.2701  0.23
H -2.7617 -2.5273 0.1036  0.33
H -0.4647 -2.2797 2.1950  0.23
H 1.1516 -2.7058 1.6492  0.36
H -0.2864 -3.5796 1.0484  0.32
H 2.8240 -1.2061 0.6544  0.28
H 3.1137 -0.8918 -1.0930  0.33
H 2.6543 -2.5120 -0.5065  0.30
H 2.3338 0.4192 -2.4040  0.39
H 1.1868 2.0000 -1.9647  0.35
H 0.8686 0.7013 -3.3402  0.31
H -2.8498 0.5133 -1.7834  0.34
H -1.8428 0.2065 -3.2304  0.29
H -1.5121 1.6332 -2.2125  0.28
H 1.2907 1.4416 1.2434  0.30
O 1.2216 3.1345 -1.5655  -0.90
H 0.7094 3.4293 -0.7698  0.19
N 0.4393 4.7912 3.6630  -0.57
C 0.2136 3.6339 3.5692  0.14

Atomic forces in eV per Å
C -0.31 -1.50 2.07
C 0.65 1.75 -1.93
C 1.97 1.05 -1.40
C -0.33 0.04 0.13
C -1.72 -0.37 1.30
C 0.36 0.01 -0.20
C -0.25 -2.84 -0.55
C -0.22 0.29 -0.23
C 0.01 -0.35 0.43
C 0.42 -0.06 0.26
Sn 2.43 -0.34 -1.70
Cl -1.85 -4.42 3.08
Cl -0.95 0.39 -0.99
O -1.11 2.02 -0.56
H -0.19 0.00 0.03
H 0.05 -0.01 -0.10
H -0.18 -0.21 0.05
H 0.03 0.16 -0.08
H -0.17 -0.04 -0.12
H 0.08 -0.33 0.06
H 0.04 0.15 -0.24
H 0.01 -0.18 0.28
H 0.25 -0.13 -0.12
H -0.12 0.45 0.11
H -0.17 0.66 0.93
H -0.15 0.53 -0.25
H 0.12 0.16 -0.21
H -0.19 0.23 -0.02
H -0.20 -0.18 -0.06
H 0.87 -1.24 0.19
O -0.31 1.53 0.76
H 0.50 -0.85 -1.09
N -0.49 -2.83 0.23
C 1.08 6.48 -0.07

Calculated values
Multiplicity: 1
Lowest unoccupied orbital energy (spin up / spin down), eV: 5.31 / 5.62
Energy relative to the best compared isomer or geometry (same formula, charge and spin), kcal/mol: 45.9
Total charge: -2
Gap between HOMO and LUMO (spin up / spin down), Eh: 0.203 / 0.162



[2]
DFT (the ωB97M-V functional and the def2-TZVPD basis) results for C39H65Br2N12PTi as an isolated structure.

Each line ends with the Mulliken charge.
CARTESIAN COORDINATES (ANGSTROEM)
Ti 0.1681 -0.4054 -0.5574  1.33
C -4.2656 -1.0153 -2.8537  -1.03
N -3.1923 -1.3984 -1.9454  0.85
C -2.2912 -2.4178 -2.4480  -1.31
C -3.1786 -0.9842 -0.6353  -1.77
N -2.0526 -0.8210 0.0144  1.67
C -2.1880 -0.6328 1.4690  -0.92
C -0.9492 -1.0085 2.2474  -1.72
N 0.2671 -0.3249 1.7546  1.20
C 0.4620 1.0107 2.3733  -1.90
C -0.3264 2.1803 1.7716  -0.67
N -1.6658 2.2921 2.2853  -0.23
C -2.0607 3.4128 2.8048  0.44
N -3.0950 3.4032 3.6950  -0.08
C -4.1162 4.4416 3.6849  -1.21
C -3.5256 2.1381 4.2576  -0.83
N -1.4774 4.6423 2.5622  0.38
C -1.1763 5.0591 1.2103  -0.92
C -1.3549 5.6675 3.5825  -1.18
C 1.4534 -1.1529 2.0559  -1.51
C 2.6954 -0.7531 1.2403  -1.21
N 2.3451 0.1438 0.1286  0.90
C 3.3452 0.8241 -0.3878  -1.07
N 3.1104 2.0690 -0.9326  1.21
C 2.5581 3.1109 -0.0793  -1.19
C 3.9132 2.5765 -2.0333  -1.36
N 4.6337 0.3846 -0.4165  0.43
C 4.9860 -0.9983 -0.6890  -1.08
C 5.7675 1.2764 -0.2094  -1.11
N -4.4165 -0.8017 -0.0652  0.83
C -5.5151 -1.7129 -0.3515  -1.27
C -4.8167 0.3695 0.6998  -0.89
H -3.8246 -0.6830 -3.7958  0.23
H -4.8386 -0.1902 -2.4385  0.34
H -4.9509 -1.8404 -3.0654  0.44
H -2.3127 -2.3966 -3.5355  0.54
H -2.5964 -3.4195 -2.1252  0.21
H -1.2733 -2.2311 -2.1253  0.21
H -3.0279 -1.2149 1.8644  0.85
H -2.3879 0.4104 1.7073  -0.23
H -0.7625 -2.0792 2.2021  0.64
H -1.1178 -0.7751 3.3048  0.32
H 1.5206 1.2423 2.2672  0.36
H 0.2512 0.9418 3.4465  0.32
H -0.3281 2.0513 0.6710  -0.44
H 0.2604 3.0861 1.9633  1.23
H -3.8580 5.2263 2.9799  0.42
H -4.2410 4.8824 4.6753  0.33
H -5.0739 4.0135 3.3768  0.37
H -2.6619 1.5125 4.4661  0.28
H -4.1907 1.5940 3.5774  0.15
H -4.0627 2.3344 5.1850  0.36
H -1.4564 4.2715 0.5143  0.13
H -0.1133 5.2899 1.0790  0.23
H -1.7462 5.9579 0.9534  0.51
H -2.0357 6.5077 3.4157  0.38
H -0.3346 6.0583 3.5832  0.35
H -1.5595 5.2410 4.5609  0.37
H 1.1960 -2.1829 1.8152  0.66
H 1.6573 -1.1356 3.1322  0.46
H 3.1447 -1.6870 0.8994  0.22
H 3.4423 -0.2741 1.8801  0.73
H 3.3633 3.7342 0.3274  0.30
H 2.0120 2.6567 0.7385  -0.03
H 1.8865 3.7595 -0.6352  0.43
H 4.3876 1.7548 -2.5643  0.50
H 4.6843 3.2782 -1.7035  0.47
H 3.2642 3.1111 -2.7316  0.23
H 4.1293 -1.5224 -1.1034  0.20
H 5.3381 -1.5242 0.2015  0.31
H 5.7876 -1.0141 -1.4304  0.38
H 5.4307 2.2313 0.1841  0.30
H 6.3338 1.4420 -1.1283  0.37
H 6.4354 0.8280 0.5274  0.40
H -6.2950 -1.2434 -0.9568  0.39
H -5.9644 -2.0278 0.5923  0.40
H -5.1511 -2.5983 -0.8658  0.31
H -5.2345 0.0711 1.6643  0.34
H -5.5915 0.9151 0.1510  0.37
H -3.9864 1.0438 0.8747  0.02
Br 4.8519 -1.8172 -5.3761  -0.07
C 3.4633 -1.4421 -4.1785  -0.90
C 2.9247 -0.1660 -4.1019  -1.25
C 1.9183 0.0613 -3.1861  0.24
N 1.4275 -0.8830 -2.3752  1.18
C 1.9455 -2.1191 -2.4686  0.14
C 2.9655 -2.4374 -3.3554  -0.53
C 1.3326 -3.1177 -1.5618  0.42
C 1.6330 -4.4689 -1.6384  -0.76
C 0.9415 -5.3568 -0.8309  -0.80
Br 1.3317 -7.1834 -0.8887  -0.08
C -0.0634 -4.8702 -0.0088  -0.94
C -0.2948 -3.5107 0.0031  -0.20
N 0.4076 -2.6227 -0.7172  1.15
H 3.2738 0.6321 -4.7417  0.69
H 1.4789 1.0444 -3.0932  -0.04
H 3.3773 -3.4334 -3.4124  0.61
H 2.3768 -4.8425 -2.3252  0.56
H -0.6616 -5.5300 0.6031  0.55
H -1.1025 -3.1032 0.5906  0.04
C -0.2648 3.1888 -2.2958  -0.77
P -1.1239 1.5796 -2.1123  1.54
C -2.6568 2.1759 -1.3180  -0.49
C -1.6360 1.2411 -3.8286  0.93
C -2.4554 2.1267 -4.5310  -1.15
C -2.8512 1.8406 -5.8270  -0.85
C -2.4268 0.6683 -6.4422  -0.66
C -1.6091 -0.2161 -5.7565  -1.23
C -1.2205 0.0693 -4.4535  -0.11
H -0.8261 3.8590 -2.9470  0.68
H 0.7357 3.0583 -2.7108  0.27
H -0.1695 3.6616 -1.3183  -0.24
H -3.0175 3.0978 -1.7755  0.90
H -2.4635 2.3547 -0.2568  -0.45
H -3.4334 1.4210 -1.4049  -0.01
H -2.7959 3.0452 -4.0671  0.33
H -3.4902 2.5313 -6.3612  0.46
H -2.7342 0.4488 -7.4561  0.42
H -1.2763 -1.1292 -6.2338  0.47
H -0.5968 -0.6286 -3.9108  0.54

Atomic forces in eV per Å
Ti 0.20 0.41 0.05
C 0.01 0.00 -0.04
N -0.03 0.14 0.05
C -0.01 0.02 -0.01
C -0.06 -0.17 -0.07
N 0.25 0.00 0.14
C -0.19 0.07 0.10
C 0.08 -0.08 0.08
N -0.19 -0.12 -0.12
C -0.01 0.09 -0.06
C -0.01 0.00 -0.07
N -0.03 -0.02 0.03
C 0.12 -0.03 0.01
N -0.06 -0.01 0.02
C 0.02 -0.01 0.00
C 0.00 0.01 -0.02
N -0.04 0.01 -0.03
C 0.03 -0.01 0.02
C -0.01 0.01 0.02
C -0.16 -0.09 -0.02
C 0.08 0.05 -0.02
N 0.04 0.04 -0.01
C 0.07 -0.08 -0.02
N -0.04 0.00 0.01
C -0.02 -0.03 0.03
C -0.01 0.01 -0.04
N -0.09 -0.05 0.00
C -0.05 -0.01 0.08
C 0.00 0.01 0.02
N -0.08 0.07 -0.09
C 0.01 0.00 0.01
C 0.01 -0.02 0.02
H -0.02 -0.01 0.02
H 0.01 0.01 0.00
H 0.01 -0.01 0.00
H -0.02 0.02 -0.01
H 0.01 0.00 0.03
H -0.02 -0.01 -0.05
H 0.03 -0.06 -0.03
H -0.01 -0.01 0.00
H -0.02 -0.01 0.01
H 0.00 0.04 0.00
H 0.02 0.00 0.00
H -0.03 0.01 0.00
H 0.00 0.03 0.02
H 0.01 0.01 0.03
H 0.02 0.00 0.01
H 0.00 0.00 0.00
H -0.01 0.00 0.00
H 0.00 0.00 0.01
H 0.00 0.00 0.01
H 0.00 0.00 0.00
H 0.01 0.00 -0.01
H 0.00 -0.01 0.00
H 0.01 0.00 0.00
H -0.01 -0.01 -0.01
H 0.00 0.00 0.00
H 0.00 0.00 0.00
H -0.02 0.00 0.00
H 0.11 0.06 -0.02
H 0.08 -0.06 -0.05
H -0.02 0.02 0.00
H -0.01 0.00 0.01
H -0.01 0.00 0.00
H -0.04 0.03 -0.08
H 0.00 0.00 0.01
H 0.00 -0.01 0.01
H -0.01 0.00 0.01
H -0.01 0.00 0.03
H 0.00 0.01 0.02
H -0.01 0.00 -0.01
H 0.00 0.01 0.00
H 0.00 -0.01 -0.01
H -0.01 0.00 0.00
H 0.00 -0.01 0.00
H 0.00 0.00 0.00
H 0.00 0.00 0.01
H 0.02 0.01 0.01
H -0.01 -0.01 0.01
H 0.00 0.00 -0.02
Br 0.00 0.00 0.00
C -0.02 -0.05 0.03
C -0.02 0.07 -0.02
C 0.03 -0.08 -0.04
N -0.02 0.06 -0.10
C -0.11 -0.09 0.14
C 0.01 0.06 -0.10
C 0.07 0.19 -0.14
C -0.02 -0.11 0.06
C 0.07 0.05 -0.07
Br -0.01 -0.01 0.00
C -0.07 0.05 0.06
C 0.04 -0.07 0.01
N 0.01 -0.23 0.03
H 0.01 -0.01 0.00
H 0.01 0.01 0.00
H 0.00 0.00 0.02
H 0.00 0.01 0.00
H 0.01 -0.01 -0.01
H 0.00 0.00 0.02
C 0.13 0.03 -0.03
P 0.04 -0.01 0.08
C -0.01 0.00 0.02
C -0.03 -0.06 0.00
C 0.00 0.00 0.05
C -0.01 -0.02 -0.02
C -0.01 0.01 -0.01
C 0.02 -0.01 0.02
C 0.01 0.02 -0.01
H -0.02 -0.02 -0.01
H -0.02 0.02 -0.01
H 0.00 -0.02 0.03
H 0.04 0.01 -0.01
H -0.03 -0.02 -0.01
H -0.03 -0.02 -0.02
H 0.00 0.00 -0.01
H 0.00 0.00 0.00
H 0.00 0.00 0.00
H 0.00 0.00 0.00
H 0.00 -0.02 -0.01

Calculated values
Multiplicity: 3
Lowest unoccupied orbital energy (spin up / spin down), eV: -5.17 / -5.37
Energy relative to the best compared isomer or geometry (same formula, charge and spin), kcal/mol: 8.8
Total charge: +2
Gap between HOMO and LUMO (spin up / spin down), Eh: 0.219 / 0.268